Run A
A 2-piece molecular cluster, C2H3IN2 overall, computed with wB97M-V/def2-TZVPD.

Positions of all 8 atoms, in Å:
1 C 1.7806 -0.3421 0.1494
2 C -0.3416 0.3208 0.0791
3 N 0.5370 -0.6143 0.1700
4 N -0.8159 1.4665 0.2141
5 I -4.7000 -0.1253 -0.0140
6 H 2.6131 -1.1385 0.3419
7 H 2.2353 0.5272 -0.5081
8 H -1.3084 -0.0943 -0.4323

As for the charge: 0. For the HOMO energy (spin up / spin down), the calculation gives -10.1410 / -8.9428 eV. The molecular weight is 182.0 u.

Results of the Mulliken charge analysis, in e, for atoms 1 through 5: -0.20, 0.41, -0.34, -0.42, 0.01

Run B
A 2-piece molecular cluster, C2H3IN2 overall, computed with wB97M-V/def2-TZVPD.

Positions of all 8 atoms, in Å:
1 C -1.6105 -0.6464 0.8326
2 C 1.3407 0.5360 -0.7497
3 N -0.4313 -0.3033 0.9256
4 N 0.6978 -0.4875 -0.7453
5 I 2.9001 1.0359 -2.1694
6 H -2.0798 -0.4829 1.7254
7 H -2.2213 -0.7908 -0.0390
8 H 1.4043 1.1390 0.2198

As for the charge: 0. For the HOMO energy (spin up / spin down), the calculation gives -9.0391 / -9.0419 eV. The molecular weight is 182.0 u.

Results of the Mulliken charge analysis, in e, for atoms 1 through 5: -0.18, -0.13, -0.33, -0.36, 0.03

Run C
One molecule with the formula C2H3IN2, computed with wB97M-V/def2-TZVPD.

Positions of all 8 atoms, in Å:
1 C 1.7463 0.2988 0.1387
2 N 0.6644 0.1916 -0.4838
3 N -0.5963 0.3792 -0.2603
4 C -1.5095 -0.4697 -0.1131
5 I -3.4738 0.1570 -0.1669
6 H 2.6506 0.3596 -0.5417
7 H 1.9342 0.6317 1.2368
8 H -1.4160 -1.5482 0.1903

The SMILES is C=N/N=C/I. As for the charge: 0. For the HOMO energy, the calculation gives -8.8805 eV. The molecular weight is 182.0 u.

Results of the Mulliken charge analysis, in e, for atoms 1 through 5: -0.22, -0.22, -0.17, -0.26, 0.05

The most stable of them is run C.

Run A
One molecule with the formula C4H10N4O2, computed with wB97M-V/def2-TZVPD.

Positions of all 20 atoms, in Å:
1 C 1.4622 0.4586 -1.3686
2 N 0.5302 1.2501 -0.5732
3 C 0.4363 1.1658 0.8828
4 C -0.7086 0.2010 1.1989
5 N -0.5163 -1.1177 0.6360
6 C -1.0630 -1.4635 -0.6386
7 N 0.1600 -2.1162 1.2715
8 O 0.5372 -1.8023 2.3841
9 N -0.4494 1.8277 -1.1371
10 O -0.4167 1.6577 -2.3801
11 H 0.8570 -0.4150 -1.7220
12 H 1.9626 1.0348 -2.1237
13 H 2.1042 0.1076 -0.5804
14 H 1.4250 0.9684 1.3887
15 H 0.0621 2.2154 1.0999
16 H -1.5805 0.6841 0.7216
17 H -0.9108 0.0292 2.2989
18 H -0.3113 -1.9062 -1.2933
19 H -2.0287 -2.0863 -0.5268
20 H -1.3761 -0.5542 -1.1219

The SMILES is CN(CCN(C)N=O)N=O. As for the charge: 0. For the HOMO energy, the calculation gives -9.5476 eV. The molecular weight is 146.2 u.

Results of the Mulliken charge analysis, in e, for atoms 1 through 5: -0.63, 0.62, -0.47, -0.82, 0.68

Run B
One molecule with the formula C4H10N4O2, computed with wB97M-V/def2-TZVPD.

Positions of all 20 atoms, in Å:
1 H 0.6533 2.5218 1.2668
2 N -0.1502 2.0609 1.0496
3 C -0.0705 1.2625 0.0807
4 O 0.9920 1.0951 -0.7964
5 N 2.2159 0.6145 -0.3225
6 O 3.0605 0.5799 -1.1943
7 N 2.1911 0.3355 0.9144
8 C 3.2655 -0.5979 1.3086
9 N -1.1399 0.5139 -0.2852
10 C -1.3227 0.2246 -1.6560
11 C -2.3678 0.7965 0.4854
12 H 4.1736 -0.3545 0.8604
13 H 3.2780 -0.5576 2.3701
14 H 3.0007 -1.5942 0.8731
15 H -2.3397 -0.2543 -1.7647
16 H -1.3919 1.0881 -2.3866
17 H -0.6424 -0.5066 -2.0546
18 H -2.7635 1.6346 0.0421
19 H -2.7868 -0.1437 0.4385
20 H -2.0913 1.1682 1.5071

The SMILES is [H]/N=C(\O/[N+]([O-])=N/C)N(C)C. As for the charge: 0. For the HOMO energy, the calculation gives -8.9732 eV. The molecular weight is 146.2 u.

Results of the Mulliken charge analysis, in e, for atoms 1 through 5: 0.23, -0.69, 0.69, -0.36, 1.13

The most stable of them is run A.

Run A
One molecule with the formula C3H7ClS, computed with wB97M-V/def2-TZVPD.

Positions of all 12 atoms, in Å:
1 C 1.4450 -0.5785 0.4923
2 C -1.2827 -1.0457 -0.2597
3 C -0.5455 1.4005 -0.0930
4 S -0.5985 -0.1218 0.8936
5 Cl 3.0435 0.3169 0.6431
6 H 1.1323 -0.7317 -0.4816
7 H 1.7438 -1.4321 1.1134
8 H -1.6622 -1.9947 -0.0672
9 H -1.7627 -0.7683 -1.2818
10 H 0.4270 1.4076 -0.5579
11 H -1.1596 1.2948 -0.9540
12 H -0.7803 2.2529 0.5526

As for the charge: 0. For the HOMO energy, the calculation gives -7.6214 eV. The molecular weight is 110.6 u.

Results of the Mulliken charge analysis, in e, for atoms 1 through 5: -0.68, -0.66, -0.73, 0.15, -0.23

Run B
One molecule with the formula C3H7ClS, computed with wB97M-V/def2-TZVPD.

Positions of all 12 atoms, in Å:
1 S -2.0241 -0.8983 -0.2288
2 C -0.8509 0.4671 -0.6247
3 C 0.4021 0.5995 0.1458
4 C 1.2341 -0.6106 0.1471
5 Cl 2.9287 -0.6033 -0.3220
6 H -2.3271 -0.6862 1.1129
7 H -1.5013 1.3585 -0.4252
8 H -0.7346 0.2788 -1.6431
9 H 0.1554 0.8085 1.2650
10 H 0.9784 1.5076 0.0480
11 H 0.6295 -1.1916 -0.6284
12 H 1.1097 -1.0301 1.1534

The SMILES is SCCCCl. As for the charge: 0. For the HOMO energy, the calculation gives -9.2920 eV. The molecular weight is 110.6 u.

Results of the Mulliken charge analysis, in e, for atoms 1 through 5: -0.20, -0.97, -0.33, -0.32, -0.20

The most stable of them is run B.

Run A
One molecule with the formula C4H5NS, computed with wB97M-V/def2-TZVPD.

Positions of all 11 atoms, in Å:
1 C -3.1068 0.5118 -0.2987
2 C -1.0515 0.1552 0.7717
3 C -1.7481 0.3756 -0.3038
4 C 0.5041 0.0147 0.8244
5 N -4.2477 0.6338 -0.3262
6 S 1.2204 1.2979 -0.3181
7 H -1.5516 0.1574 1.7002
8 H -1.0550 0.4716 -1.2627
9 H 0.8809 -1.0210 0.7391
10 H 0.8710 0.3190 1.8514
11 H 0.3089 0.9174 -1.3488

As for the expectation value of S²: 2.02. As for the charge: 0. Its spin multiplicity is 3. For the HOMO energy (spin up / spin down), the calculation gives -6.4482 / -9.6986 eV. The molecular weight is 99.2 u.

Results of the Mulliken charge analysis, in e, for atoms 1 through 5: 0.22, -0.08, -0.31, -0.59, -0.40

Run B
One molecule with the formula C4H5NS, computed with wB97M-V/def2-TZVPD.

Positions of all 11 atoms, in Å:
1 C -0.9931 0.3998 0.6652
2 C -1.2381 1.5847 1.1174
3 C -0.6203 -0.7688 0.1858
4 C 0.4758 -0.8430 -0.6133
5 N 1.3175 0.0380 -0.8583
6 S 0.5491 -2.6449 -1.2443
7 H -0.9109 1.9243 2.1685
8 H -1.7740 2.2230 0.4168
9 H -1.2058 -1.6553 0.3758
10 H 1.9788 -0.1245 -1.5040
11 H 0.8738 -2.3220 -2.4730

As for the expectation value of S²: 2.02. As for the charge: 0. Its spin multiplicity is 3. For the HOMO energy (spin up / spin down), the calculation gives -5.1560 / -8.6186 eV. The molecular weight is 99.2 u.

Results of the Mulliken charge analysis, in e, for atoms 1 through 5: -0.17, -0.61, -0.37, 0.62, -0.61

The most stable of them is run A.

Run A
C16H29IrN3O2SSi2 as an isolated structure, computed with wB97M-V/def2-TZVPD.

Positions of all 54 atoms, in Å:
1 Ir -0.2916 0.8054 0.6407
2 N -1.2208 4.1117 3.3705
3 C -0.9179 2.9348 2.7029
4 S -0.6425 3.0557 0.9915
5 N -0.8677 1.8592 3.4127
6 N -0.5972 0.7140 2.6818
7 C -0.5030 -0.3619 3.3737
8 C -0.2044 -1.6832 2.8702
9 C -0.0813 -2.6855 3.8501
10 C 0.1909 -3.9994 3.5482
11 C 0.3463 -4.3476 2.2007
12 C 0.2287 -3.3987 1.2161
13 C -0.0477 -2.0359 1.4996
14 O -0.1571 -1.2412 0.4817
15 H -0.8513 4.9398 2.9333
16 H -1.0674 4.0604 4.3656
17 H -0.6576 -0.2651 4.4470
18 H -0.2078 -2.3904 4.8869
19 H 0.2853 -4.7409 4.3304
20 H 0.5651 -5.3741 1.9287
21 H 0.3576 -3.6551 0.1719
22 C 1.2444 0.1663 -4.1366
23 Si 1.4672 0.2932 -2.2521
24 C 2.0159 -1.3957 -1.6399
25 C 2.9034 1.4882 -2.0016
26 C -0.0758 0.9616 -1.4788
27 Si -1.7384 0.3073 -1.9429
28 C -2.8933 0.6872 -0.4812
29 C -2.4939 1.2001 -3.4341
30 C -1.8338 -1.5391 -2.2872
31 H 2.1726 -0.1307 -4.6340
32 H 0.9344 1.1297 -4.5527
33 H 0.4762 -0.5668 -4.3994
34 H 2.9205 -1.7195 -2.1650
35 H 1.2366 -2.1462 -1.7968
36 H 2.2218 -1.3477 -0.5714
37 H 3.7921 1.1525 -2.5439
38 H 3.1461 1.5593 -0.9414
39 H 2.6449 2.4886 -2.3614
40 H -0.0927 2.0235 -1.7751
41 H -3.1198 1.7527 -0.4190
42 H -2.5068 0.3751 0.5127
43 H -3.8289 0.1309 -0.5992
44 H -2.5281 2.2767 -3.2454
45 H -3.5120 0.8611 -3.6478
46 H -1.8888 1.0400 -4.3302
47 H -1.4299 -2.0881 -1.4383
48 H -1.2608 -1.8066 -3.1785
49 H -2.8710 -1.8492 -2.4483
50 C 2.2552 1.7182 1.6760
51 O 1.6390 0.6618 1.0066
52 H 3.2903 1.4164 1.8822
53 H 1.7766 1.9548 2.6374
54 H 2.2784 2.6427 1.0835

As for the charge: -1. For the HOMO energy, the calculation gives -4.3069 eV. The molecular weight is 575.9 u.

Results of the Mulliken charge analysis, in e, for atoms 1 through 5: 1.34, -0.56, 0.71, -0.67, -1.29

Run B
C16H29IrN3O2SSi2 as an isolated structure, computed with wB97M-V/def2-TZVPD.

Positions of all 54 atoms, in Å:
1 Ir -1.8464 -1.5237 0.3269
2 N -3.7832 -5.1222 -1.0663
3 C -2.9478 -4.1127 -0.5856
4 S -3.6440 -2.8503 0.3626
5 N -1.6996 -4.1695 -0.8772
6 N -0.9655 -3.0665 -0.3858
7 C 0.3385 -3.2922 -0.5943
8 C 1.4510 -2.4467 -0.3506
9 C 2.7406 -2.9696 -0.6143
10 C 3.8982 -2.2407 -0.4395
11 C 3.8351 -0.9298 0.0222
12 C 2.5857 -0.3774 0.2923
13 C 1.4252 -1.1003 0.0982
14 O 0.2061 -0.5314 0.3653
15 H -4.5828 -5.2935 -0.4775
16 H -3.2686 -5.9600 -1.2956
17 H 0.5566 -4.2626 -1.0229
18 H 2.8004 -3.9889 -0.9786
19 H 4.8564 -2.6956 -0.6611
20 H 4.7330 -0.3444 0.1731
21 H 2.5124 0.6397 0.6457
22 C 1.8690 2.7284 2.1672
23 Si 0.2428 1.8294 1.8697
24 C -0.0391 0.5588 3.2011
25 C -1.1156 3.1177 1.8987
26 C 0.0482 0.9325 0.2108
27 Si 0.5907 1.6022 -1.4784
28 C 0.5053 0.2197 -2.7253
29 C -0.7084 2.8969 -1.8771
30 C 2.2606 2.4546 -1.5755
31 H 1.8499 3.1604 3.1725
32 H 1.9997 3.5501 1.4584
33 H 2.7479 2.0851 2.1049
34 H -0.2825 1.0316 4.1564
35 H 0.8379 -0.0783 3.3411
36 H -0.8704 -0.0885 2.9089
37 H -1.1801 3.6137 2.8706
38 H -2.0678 2.6236 1.6875
39 H -0.9598 3.8884 1.1388
40 H -1.0408 1.0228 0.0901
41 H -0.4239 -0.3439 -2.6012
42 H 1.3335 -0.4813 -2.6048
43 H 0.5366 0.6207 -3.7425
44 H -1.7075 2.4740 -1.7446
45 H -0.6152 3.2488 -2.9078
46 H -0.6261 3.7665 -1.2197
47 H 3.0835 1.7763 -1.3484
48 H 2.3187 3.3092 -0.8970
49 H 2.4078 2.8296 -2.5932
50 C -4.0776 0.4565 0.4164
51 O -2.7089 0.2417 0.5927
52 H -4.3269 0.6309 -0.6406
53 H -4.3937 1.3466 0.9806
54 H -4.6892 -0.3864 0.7527

As for the charge: -1. For the HOMO energy (spin up / spin down), the calculation gives -3.2686 / -2.4496 eV. The molecular weight is 575.9 u.

Results of the Mulliken charge analysis, in e, for atoms 1 through 5: 0.31, -0.55, 0.54, -0.60, -1.04

The most stable of them is run A.

Run A
A 2-piece molecular cluster, C2H3ClN4 overall, computed with wB97M-V/def2-TZVPD.

Positions of all 10 atoms, in Å:
1 N -0.4616 -1.7011 -0.9068
2 C -1.3091 -1.0290 -0.3579
3 N -1.7912 -0.0404 0.1222
4 Cl -3.1577 0.8618 0.5357
5 H -0.1448 -2.5294 -0.4003
6 N 1.3079 0.7054 -0.7348
7 C 0.5016 1.4101 -0.1443
8 N -0.0067 2.4584 0.1478
9 H 1.2209 -0.2784 -0.8847
10 H -0.1567 2.5092 1.1378

The SMILES is N=C=NCl.N=C=N. As for the charge: 0. For the HOMO energy, the calculation gives -9.5984 eV. The molecular weight is 118.5 u.

Results of the Mulliken charge analysis, in e, for atoms 1 through 5: -0.59, 0.55, -0.27, 0.03, 0.27

Run B
A 2-piece molecular cluster, C2H3ClN4 overall, computed with wB97M-V/def2-TZVPD.

Positions of all 10 atoms, in Å:
1 N 1.0605 0.5365 -1.3316
2 C 1.4904 0.3641 -0.1996
3 N 1.6536 -0.1502 0.8855
4 Cl 1.9776 0.3736 2.4600
5 H 1.6863 1.0174 -2.0516
6 N -1.6278 -1.5339 -0.3469
7 C -1.3979 -0.4084 0.0174
8 N -1.5292 0.6657 0.5522
9 H -1.0947 -1.7903 -1.1886
10 H -2.2187 0.9256 1.2033

The SMILES is N=C=NCl.N=C=N. As for the charge: 0. For the HOMO energy, the calculation gives -9.4095 eV. The molecular weight is 118.5 u.

Results of the Mulliken charge analysis, in e, for atoms 1 through 5: -0.51, 0.50, -0.25, -0.01, 0.27

The most stable of them is run A.